110
Properties=species:S:1:pos:R:3 method="wB97M-V/def2-TZVPD" total_charge=+2 s2=3.769 orbital_gap_ev="7.471 / 5.977" e_homo_ha="-0.43825 / -0.43825" largest_force_ev_per_a=1.08 lumo_energy_ev="-4.455 / -5.949" multiplicity=4 de_lowest_kj_mol=0.0 e_tot_ha=-8419.30213
Re 0.20962 0.16497 0.24754
Se -1.78668 -0.98438 -0.83006
Se -5.69554 3.80421 -0.11674
P -3.38346 0.41010 -0.25674
P -4.49466 3.67641 1.59722
F 3.08685 4.22848 -0.87029
O 1.41529 1.09005 1.58845
O 0.69102 0.61002 3.64432
O 1.01040 -1.38515 -1.06050
O 0.67857 4.81306 3.86409
O 2.69209 -0.95246 0.78336
O 1.06897 6.03743 -0.48447
O 0.12932 -1.36847 1.60281
N -0.74769 2.71836 1.37029
N -0.22119 4.75445 -3.35609
N 0.68644 1.44792 -1.26870
N 2.16950 3.67006 2.55322
N 0.08515 2.39532 -3.41985
N -1.76042 3.47065 1.64920
N 2.36477 -2.53975 -2.42509
N -1.17069 1.58774 0.81080
N 0.73212 -2.36591 3.50052
N 1.04184 5.55387 1.74444
N -0.40435 3.54083 -5.28858
C -6.94683 -0.43484 1.46164
C -4.48535 1.84644 3.74533
C -5.48715 -2.29796 1.90936
C 2.79544 3.55357 1.34380
C -2.53726 1.63480 0.73161
C 2.14745 -1.84658 -1.32973
C -2.85844 6.50695 4.01720
C -3.72659 2.91027 -3.39634
C -3.16903 7.68744 3.35051
C 2.13897 2.50602 3.41422
C 1.30527 1.32479 2.88335
C -0.17369 3.59413 -3.97211
C 1.71127 -2.82107 4.48306
C -6.56091 2.97080 3.25662
C -2.90282 2.84697 1.29323
C -5.21808 2.73551 2.96560
C 1.48908 5.38236 0.46010
C -3.27701 2.27816 -2.25318
C 2.50389 4.36461 0.33684
C -3.98230 5.25803 2.29945
C 3.66940 -3.08027 -2.79586
C 2.52619 -1.65076 1.99557
C 1.29791 -2.76681 -3.40075
C 1.25343 4.69215 2.81288
C -7.16427 2.31686 4.31769
C -4.00110 1.20898 -1.72960
C -5.15639 0.75781 -2.35871
C -4.29204 6.43732 1.63276
C 3.26480 -1.60308 -0.32045
C -5.09697 1.18647 4.80233
C -4.69588 -0.43116 0.62204
C -3.88587 7.65404 2.16370
C -5.93880 0.19403 0.75110
C -3.26912 5.29196 3.49753
C -4.47076 -1.67978 1.19934
C -0.66607 -2.39199 3.93562
C -5.59994 1.39917 -3.50493
C 0.43572 2.01493 -2.26901
C -4.89210 2.47673 -4.01666
C -6.43356 1.42028 5.08825
C 1.05063 -1.77806 2.37838
C -6.72141 -1.67657 2.04049
H 3.98093 -2.64861 -3.74657
H -5.31815 -3.27071 2.35102
H -0.47017 5.58083 -3.87655
H -4.52522 0.49516 5.40762
H -3.02294 4.37673 4.02113
H -2.29402 6.53368 4.93945
H -3.51106 -2.16843 1.09086
H 4.42569 -2.85258 -2.05241
H -2.38784 2.63838 -1.74830
H 1.77425 -2.09576 5.29535
H -6.90671 0.91009 5.91691
H 2.95649 -2.65441 1.93314
H -3.43678 1.66430 3.54016
H 3.59851 -4.16152 -2.90763
H -2.85460 8.63679 3.76415
H 0.30304 6.23221 1.89245
H -5.25432 2.98568 -4.90000
H 3.16048 2.16816 3.59701
H -0.16739 4.89593 -2.34610
H -8.20431 2.50802 4.54603
H -7.51390 -2.16557 2.59153
H 0.35440 -2.40508 -3.00880
H -7.90822 0.05002 1.56369
H -0.82273 -3.28535 4.53421
H 1.70692 2.80058 4.36582
H -0.86691 -1.49969 4.52959
H 2.69347 -2.95418 4.04307
H 1.22787 -3.83408 -3.60568
H -6.50492 1.06192 -3.99131
H -6.11638 1.16446 0.30270
H -1.32002 -2.40667 3.07084
H 1.38606 -3.77793 4.88502
H 4.00855 -0.93105 -0.75480
H -0.62523 4.35974 -5.82714
H -0.35044 2.64992 -5.74983
H -3.18710 3.76174 -3.79016
H 3.51973 2.75885 1.24390
H -5.71480 -0.07781 -1.95810
H 3.76415 -2.53279 -0.04093
H 1.53603 -2.24320 -4.32649
H -7.13129 3.65876 2.64366
H -4.85048 6.39682 0.70611
H 3.04759 -1.10576 2.78443
H -4.13425 8.57396 1.65179